Record 1
{"formula": "C4H12NO2", "method": "ωB97M-V/def2-TZVPD", "species": ["C", "C", "C", "C", "N", "H", "H", "H", "H", "H", "H", "H", "H", "H", "H", "O", "H", "H", "O"], "coordinates": [[1.955453, 0.696191, -0.422871], [0.965391, -0.400447, -0.266921], [1.108409, -1.671167, -0.618505], [-0.236928, 0.738160, 1.554679], [-0.102920, -0.178590, 0.676074], [1.430453, 1.647729, -0.393741], [2.829022, 0.677131, 0.227985], [2.426433, 0.630057, -1.389476], [0.427897, -2.469088, -0.355075], [2.021959, -1.962853, -1.122869], [-0.879936, 0.496664, 2.392171], [0.094245, 1.752376, 1.366241], [-0.673710, -1.018318, 0.826121], [-1.046377, 3.409671, -1.115819], [-1.245642, 2.103902, -1.876192], [-1.187675, 2.465658, -0.985591], [-2.913871, -2.660838, 1.142769], [-2.628144, -2.190400, -0.279386], [-2.344057, -2.065838, 0.640406]], "atomic_forces_ev_per_a": [[-0.07, 0.39, -0.70], [0.15, -0.22, 0.83], [0.48, -0.02, -0.30], [-0.96, 0.27, -0.78], [0.39, -0.68, 0.66], [0.26, 0.22, 0.08], [-0.45, -0.10, 0.67], [-0.12, -0.05, -0.60], [-0.18, 0.13, 0.03], [-0.19, 0.02, -0.22], [-0.19, 0.30, -0.09], [0.69, -0.23, 0.32], [-0.10, -0.09, 0.04], [-0.08, 0.02, -0.01], [-0.07, 0.04, -0.02], [0.24, -0.09, 0.09], [0.11, 0.06, 0.10], [0.08, 0.10, 0.30], [-0.01, -0.08, -0.41]], "lowdin_charge": [-0.0253, -0.3170, 0.1390, 0.1839, 0.0772, 0.0690, 0.1068, 0.0925, 0.0827, 0.0969, 0.1276, 0.1141, 0.1120, 0.0532, 0.0490, -0.0530, 0.0681, 0.0707, -0.0471], "gap_ev": 9.480, "charge": 1, "lumo_ev": -4.6722}

=====

Record 2
{"formula": "C47H42BBr2FN11O4SY", "method": "ωB97M-V/def2-TZVPD", "species": ["Y", "F", "C", "C", "C", "C", "O", "C", "C", "N", "C", "C", "C", "C", "C", "C", "N", "C", "C", "N", "C", "C", "C", "O", "O", "H", "H", "H", "H", "H", "H", "H", "H", "H", "H", "H", "H", "H", "H", "H", "H", "H", "H", "Br", "C", "C", "C", "Br", "C", "C", "C", "C", "N", "C", "C", "O", "H", "H", "H", "H", "S", "C", "N", "N", "C", "C", "C", "C", "C", "C", "N", "N", "C", "C", "C", "C", "C", "C", "H", "H", "H", "H", "H", "H", "H", "H", "H", "H", "H", "B", "C", "N", "H", "H", "H", "N", "C", "N", "C", "C", "C", "C", "C", "C", "H", "H", "H", "H", "H", "H"], "coordinates": [[-0.142908, 0.091968, -0.036040], [0.583073, 3.867884, 5.680179], [-0.443296, 4.028243, 4.812248], [-0.408862, 3.411926, 3.593724], [-1.442280, 3.624989, 2.686734], [-1.391529, 2.924939, 1.394936], [-0.368744, 2.336762, 1.061710], [-2.610198, 2.993051, 0.633862], [-3.575119, 3.868310, 0.989084], [-3.544974, 4.646364, 2.114259], [-4.524942, 5.678181, 2.325481], [-5.922385, 5.516202, 1.821379], [-5.658796, 5.488317, 3.296425], [-2.512659, 4.469618, 3.016831], [-2.532977, 5.069737, 4.281646], [-1.513266, 4.840917, 5.189799], [-1.607453, 5.410100, 6.491718], [-1.410911, 6.834800, 6.632807], [-2.188354, 7.316518, 7.850799], [-1.694126, 6.558510, 9.049165], [-1.838763, 5.073848, 8.862804], [-1.060439, 4.678099, 7.615841], [-2.892133, 2.066838, -0.556118], [-3.942662, 2.248101, -1.164328], [-2.025381, 1.163570, -0.742862], [0.407369, 2.758684, 3.308222], [-4.436973, 3.943476, 0.341802], [-4.105297, 6.677181, 2.265641], [-6.203615, 4.584677, 1.352323], [-6.397613, 6.382832, 1.385271], [-5.737830, 4.530644, 3.794284], [-5.963554, 6.333272, 3.900591], [-3.374539, 5.680723, 4.580245], [-1.765040, 7.353635, 5.744894], [-0.343697, 7.089469, 6.765005], [-3.245962, 7.090925, 7.732801], [-2.052098, 8.382234, 8.027725], [-2.176314, 6.863702, 9.892314], [-0.698556, 6.761633, 9.164712], [-2.896738, 4.855032, 8.734909], [-1.461163, 4.571028, 9.751898], [-1.163460, 3.608070, 7.452847], [0.008027, 4.890536, 7.778802], [-0.840790, 0.046775, 5.256736], [0.570658, -0.917289, 4.409766], [1.407700, -1.721151, 5.184509], [2.437839, -2.392853, 4.589627], [3.569903, -3.474957, 5.681295], [2.674826, -2.288228, 3.199665], [3.721104, -2.927851, 2.502893], [3.851281, -2.737659, 1.155022], [2.932571, -1.915333, 0.485303], [1.942244, -1.318318, 1.099557], [1.799975, -1.480272, 2.430310], [0.696174, -0.756360, 3.024854], [-0.091396, -0.034036, 2.322991], [1.237440, -1.812473, 6.247847], [4.416015, -3.554531, 3.044592], [4.647225, -3.213417, 0.599015], [3.011562, -1.742951, -0.581389], [0.007622, -2.419680, -1.021700], [-0.248783, -2.089393, -2.728739], [-0.315463, -3.027967, -3.636559], [-0.158246, -4.267601, -3.230833], [-0.240519, -5.352485, -4.085497], [-0.588108, -5.198683, -5.429539], [-0.674601, -6.311561, -6.246518], [-0.419617, -7.581257, -5.744151], [-0.071372, -7.730095, -4.409022], [0.020589, -6.627737, -3.578721], [-0.437609, -0.851774, -3.272533], [-0.286419, 0.161147, -2.550976], [-0.601699, 1.366795, -3.222473], [-1.460730, 1.399754, -4.321305], [-1.776808, 2.607956, -4.915002], [-1.245991, 3.793423, -4.427150], [-0.385096, 3.761808, -3.338874], [-0.065047, 2.559079, -2.736347], [-0.005194, -4.405750, -2.232505], [-0.787955, -4.202533, -5.798170], [-0.948795, -6.191161, -7.287000], [-0.497035, -8.448300, -6.387281], [0.135047, -8.715763, -4.011257], [0.288884, -6.733975, -2.534009], [-1.885410, 0.472375, -4.678416], [-2.441354, 2.628083, -5.769719], [-1.509233, 4.735946, -4.890431], [0.042582, 4.680086, -2.956373], [0.619905, 2.529156, -1.901984], [4.117816, 2.293691, -0.969958], [2.788545, 1.533044, -0.713436], [1.786810, 0.985546, -0.512195], [3.867730, 3.198457, -1.734740], [4.908679, 1.511187, -1.443463], [4.485629, 2.708350, 0.107532], [-3.846067, -2.008483, 2.105507], [-2.634970, -1.395803, 2.029564], [-2.282420, -1.112674, 0.809053], [-3.334895, -1.550864, 0.005334], [-3.520897, -1.488170, -1.373574], [-4.682138, -2.025235, -1.890951], [-5.655389, -2.610316, -1.071429], [-5.497251, -2.668559, 0.299152], [-4.325802, -2.128333, 0.815279], [-4.294965, -2.325672, 2.943543], [-2.043189, -1.179563, 2.905575], [-2.793596, -1.010972, -2.011057], [-4.850754, -1.987672, -2.959365], [-6.552127, -3.016838, -1.521307], [-6.248066, -3.111160, 0.942252]], "atomic_forces_ev_per_a": [[-1.78, -0.34, 1.40], [0.03, -0.02, 0.02], [-0.02, 0.05, -0.09], [0.11, -0.04, 0.02], [-0.05, 0.16, 0.10], [-0.30, 0.07, -0.07], [0.41, -0.21, -0.11], [0.04, -0.37, -0.27], [0.14, 0.07, 0.14], [-0.19, -0.19, -0.25], [-0.05, 0.11, 0.00], [-0.05, -0.06, -0.07], [-0.04, -0.02, 0.17], [0.18, -0.04, 0.18], [-0.04, 0.07, 0.04], [0.00, -0.02, -0.14], [-0.02, 0.01, 0.12], [0.03, -0.11, 0.11], [0.04, 0.15, -0.42], [-0.05, -0.04, -0.03], [0.08, -0.42, -0.18], [-0.14, 0.19, 0.04], [-0.25, 0.33, 0.25], [0.16, -0.06, -0.04], [0.12, -0.10, -0.12], [-0.02, 0.00, 0.00], [-0.04, 0.09, 0.01], [0.00, -0.01, -0.01], [0.06, -0.04, 0.03], [0.04, 0.04, 0.04], [0.05, -0.03, -0.07], [0.03, 0.03, -0.04], [0.01, -0.03, 0.03], [-0.04, 0.02, 0.02], [0.00, 0.04, -0.06], [-0.02, -0.02, 0.10], [0.04, -0.03, 0.11], [0.01, 0.03, 0.06], [0.01, 0.06, 0.10], [-0.03, 0.10, 0.05], [0.02, 0.12, 0.04], [0.01, -0.02, 0.03], [0.00, -0.08, -0.02], [0.00, -0.03, 0.11], [-0.20, 0.24, -0.37], [0.23, -0.16, -0.04], [0.02, -0.07, 0.34], [-0.08, 0.07, -0.08], [-0.15, 0.12, -0.21], [0.03, 0.02, -0.09], [0.06, -0.04, 0.10], [-0.05, 0.12, -0.05], [-0.21, 0.01, 0.05], [0.16, -0.10, 0.19], [-0.10, -0.05, 0.57], [0.16, -0.04, -0.41], [0.00, 0.02, 0.00], [-0.01, -0.02, 0.00], [0.01, 0.02, 0.00], [-0.03, -0.04, -0.01], [0.08, -0.12, -0.67], [0.11, -1.36, 0.62], [-0.19, 0.57, -0.21], [0.14, 0.03, 0.60], [-0.08, -0.15, -0.30], [0.03, 0.13, 0.12], [0.02, -0.08, 0.06], [-0.02, -0.06, -0.08], [0.01, -0.03, 0.01], [-0.04, 0.19, 0.00], [0.09, 0.97, -0.67], [-0.13, -0.91, -0.08], [-0.07, 0.81, -0.44], [0.06, -0.14, 0.19], [0.01, 0.04, -0.08], [0.01, 0.00, 0.04], [-0.05, 0.11, -0.05], [0.00, -0.34, 0.00], [0.03, -0.09, -0.06], [0.00, -0.03, -0.04], [0.00, 0.03, 0.00], [0.02, 0.01, 0.01], [-0.01, 0.00, 0.01], [0.02, -0.05, -0.01], [0.00, 0.02, -0.03], [-0.04, -0.02, 0.04], [0.03, 0.00, 0.00], [0.01, -0.01, 0.00], [-0.01, 0.06, 0.04], [0.26, 0.15, 0.00], [-0.29, -0.18, 0.08], [1.74, 0.99, -0.51], [-0.03, 0.04, -0.04], [0.03, -0.05, -0.02], [0.03, 0.03, 0.04], [-0.05, -0.01, -0.02], [0.08, -0.09, 0.09], [-0.13, 0.07, 0.03], [-0.25, -0.16, 0.21], [0.00, 0.00, 0.00], [0.06, 0.02, -0.08], [-0.05, -0.02, 0.07], [-0.05, -0.01, 0.07], [0.18, 0.10, -0.24], [0.03, -0.01, 0.06], [0.00, 0.03, -0.06], [0.02, 0.02, -0.02], [0.01, 0.01, 0.01], [0.01, 0.00, 0.01], [-0.01, -0.01, -0.03]], "lowdin_charge": [1.3000, 0.0600, -0.2046, 0.0849, -0.0306, -0.2861, -0.0202, -0.0044, 0.0505, 0.0054, -0.2654, -0.0837, -0.1017, -0.1159, 0.0664, -0.1594, -0.1005, -0.1397, -0.0890, 0.0574, -0.0831, -0.1479, -0.5827, 0.0366, -0.1503, 0.1464, 0.1354, 0.1530, 0.1083, 0.1084, 0.1122, 0.0979, 0.1126, 0.1398, 0.1410, 0.1396, 0.1367, 0.1819, 0.1806, 0.1411, 0.1388, 0.1475, 0.1337, 0.7339, -0.5840, -0.1927, -0.6303, 0.7277, -0.1894, -0.0318, -0.0316, -0.1529, 0.0318, -0.1345, -0.4235, -0.2226, 0.0889, 0.0762, 0.1074, 0.1047, 0.6131, -0.7733, 0.0569, -0.0218, -0.2365, -0.0304, -0.0968, -0.1158, -0.1037, -0.0363, 0.0379, -0.0315, -0.2558, -0.0184, -0.0842, -0.0948, -0.0769, -0.0267, 0.0541, 0.1003, 0.0995, 0.0932, 0.0986, 0.1088, 0.1052, 0.0998, 0.0960, 0.1023, 0.0809, -0.4195, -0.1806, 0.0059, 0.0005, 0.0003, 0.0005, 0.1253, -0.1377, 0.0340, -0.2225, -0.0077, -0.0735, -0.0976, -0.0323, -0.1944, 0.1517, 0.0844, 0.0888, 0.1034, 0.0972, 0.1025], "gap_ev": 4.153, "charge": 0, "lumo_ev": -1.9801}

=====

Record 3
{"formula": "C4H10N2", "method": "ωB97M-V/def2-TZVPD", "species": ["C", "C", "C", "N", "C", "N", "H", "H", "H", "H", "H", "H", "H", "H", "H", "H"], "coordinates": [[-0.252202, -0.692189, -1.550842], [-0.079973, -1.012169, -0.065939], [0.901096, -0.220969, 0.798719], [1.532910, 0.987773, 0.349608], [-0.578160, -0.156860, 1.046580], [-1.392603, 0.979262, 0.749795], [0.029805, 0.347687, -1.768012], [0.377593, -1.329172, -2.182141], [-1.273587, -0.840423, -1.827351], [-0.164185, -2.081883, 0.145147], [1.490935, -0.817471, 1.501701], [2.049099, 0.855162, -0.480328], [0.850354, 1.714009, 0.173083], [-0.975016, -0.762683, 1.890997], [-1.340152, 1.323276, -0.210087], [-1.175915, 1.706648, 1.429070]], "atomic_forces_ev_per_a": [[0.68, 0.38, 0.79], [0.47, -0.50, -0.79], [0.14, -0.32, 0.31], [-0.53, -0.02, 0.82], [-0.98, -1.04, 0.24], [0.14, 0.52, 0.37], [-0.13, -0.22, -0.01], [-0.09, 0.04, 0.23], [-0.73, -0.05, -0.39], [0.26, 0.30, -0.06], [-0.14, 0.34, -0.17], [0.72, -0.16, -0.99], [0.01, 0.00, 0.08], [0.38, 0.72, -0.50], [0.11, -0.16, 0.55], [-0.30, 0.17, -0.48]], "lowdin_charge": [-0.0682, -0.2523, -0.2979, 0.0484, -0.3367, 0.0454, 0.0647, 0.0767, 0.0623, 0.1274, 0.1275, 0.0533, 0.0565, 0.1426, 0.0698, 0.0805], "smiles": "C[C@H]1[C@@H](N)[C@H]1N", "gap_ev": 9.709, "charge": 0, "lumo_ev": 0.9883}

=====

Ordered ΔE to the lowest compared entry with this formula, charge and spin results: 199.5, 32.5, 127.8; unit kJ/mol.
Ordered maximum force results: 1.3, 2.3, 1.5; unit eV Å⁻¹.